Formula: C45H38AuN6O7P2S
Source: the OMol25 dataset
Level of theory: the ωB97M-V functional and the def2-TZVPD basis

Last column: Mulliken charge in e.
Cartesian coordinates (Å):
Au (1.079, 0.569, -1.009)  0.6770
O (-0.723, 1.047, -4.553)  -0.6751
C (-0.453, 0.231, -3.697)  0.0703
O (0.624, -0.080, -3.157)  -0.7275
C (-1.713, -0.577, -3.219)  1.0958
C (-2.606, -0.983, -4.169)  -0.1223
C (-3.765, -1.676, -3.803)  -1.1385
C (-4.014, -1.930, -2.469)  -0.6472
C (-3.098, -1.541, -1.511)  -0.5790
C (-1.881, -0.839, -1.821)  -0.3740
O (-1.096, -0.479, -0.908)  0.8237
N (-3.393, -1.827, -0.141)  1.0928
O (-2.473, -1.985, 0.641)  -0.5707
O (-4.560, -1.917, 0.174)  -0.7022
N (-4.686, -2.132, -4.816)  1.0267
O (-5.706, -2.659, -4.433)  -0.6373
O (-4.367, -1.968, -5.972)  -0.6278
H (-2.432, -0.782, -5.219)  0.6408
H (-4.911, -2.458, -2.175)  0.6846
C (-0.087, -5.571, 4.338)  -0.7740
S (-0.583, -3.892, 4.788)  -0.0774
C (0.984, -3.011, 4.493)  -1.0782
C (1.270, -2.813, 3.013)  0.0404
C (0.101, -2.109, 2.311)  -1.2851
N (0.502, -1.249, 1.210)  0.9963
P (0.680, 0.426, 1.420)  0.5804
C (1.538, 0.599, 3.019)  0.9400
C (0.857, 0.875, 4.200)  -0.5193
C (1.568, 0.959, 5.384)  -0.8025
C (2.944, 0.788, 5.391)  -0.6385
C (3.623, 0.542, 4.208)  -0.7591
C (2.921, 0.452, 3.022)  -0.2704
C (-0.890, 1.276, 1.691)  1.2415
C (-0.768, 2.664, 1.600)  -0.5565
C (-1.884, 3.468, 1.717)  -0.7377
C (-3.125, 2.882, 1.916)  -0.6649
C (-3.245, 1.504, 2.009)  -0.8481
C (-2.129, 0.691, 1.900)  -0.5242
P (1.120, -1.682, -0.320)  0.0987
C (2.612, -2.647, 0.085)  0.6279
C (2.563, -4.036, 0.158)  -0.7835
C (3.684, -4.734, 0.571)  -0.6033
C (4.846, -4.055, 0.905)  -0.6385
C (4.902, -2.673, 0.798)  -0.8300
C (3.786, -1.971, 0.382)  -0.5611
C (0.282, -2.872, -1.381)  0.4673
C (-0.861, -3.634, -1.196)  0.3756
C (-1.358, -4.364, -2.265)  -0.8570
C (-0.730, -4.326, -3.501)  -0.5351
C (0.433, -3.589, -3.672)  -0.8753
C (0.943, -2.868, -2.613)  -0.5401
H (-0.961, -6.204, 4.447)  0.3953
H (0.701, -5.905, 5.007)  0.2639
H (0.256, -5.587, 3.309)  0.1496
H (1.780, -3.572, 4.980)  0.6292
H (0.866, -2.046, 4.983)  0.2163
H (1.473, -3.772, 2.538)  0.3232
H (2.174, -2.208, 2.921)  0.0483
H (-0.413, -1.469, 3.037)  0.7609
H (-0.630, -2.836, 1.954)  0.3567
H (-0.214, 1.021, 4.193)  0.5132
H (1.047, 1.165, 6.306)  0.4555
H (3.490, 0.860, 6.318)  0.4412
H (4.696, 0.432, 4.211)  0.4792
H (3.436, 0.274, 2.089)  0.3830
H (0.212, 3.090, 1.422)  0.4903
H (-1.800, 4.541, 1.627)  0.5169
H (-4.003, 3.502, 1.992)  0.4335
H (-4.214, 1.051, 2.149)  0.5247
H (-2.225, -0.382, 1.953)  0.3102
H (1.656, -4.562, -0.112)  0.5013
H (3.652, -5.812, 0.626)  0.4726
H (5.712, -4.606, 1.242)  0.4357
H (5.817, -2.150, 1.029)  0.4768
H (3.808, -0.896, 0.257)  0.5518
H (-1.362, -3.646, -0.240)  0.5652
H (-2.252, -4.956, -2.137)  0.4701
H (-1.147, -4.870, -4.337)  0.4557
H (0.929, -3.558, -4.630)  0.4583
H (1.839, -2.268, -2.728)  0.4035
N (0.447, 11.224, -3.274)  -0.4473
C (0.359, 10.103, -3.059)  0.0222
C (0.253, 8.712, -2.808)  0.4486
C (1.325, 7.872, -3.114)  -0.8595
C (1.218, 6.512, -2.900)  -0.4153
C (0.040, 5.987, -2.378)  0.9579
C (-1.025, 6.825, -2.058)  -0.3640
C (-0.924, 8.184, -2.274)  -1.0005
N (-0.085, 4.601, -2.155)  0.3403
C (-1.246, 3.886, -2.261)  -1.0229
C (-0.952, 2.617, -1.872)  -0.5465
N (0.366, 2.549, -1.536)  -0.2247
C (0.865, 3.753, -1.723)  -0.8104
H (2.230, 8.290, -3.530)  0.4573
H (2.036, 5.858, -3.161)  0.4677
H (-1.929, 6.417, -1.633)  0.4385
H (-1.749, 8.837, -2.034)  0.4468
H (-2.155, 4.301, -2.643)  0.6167
H (-1.598, 1.769, -1.796)  0.5346
H (1.880, 4.028, -1.519)  0.5602

Properties
**Spin multiplicity**: 1
**Charge**: +1
**Relative energy (zero: lowest compared OMol25 entry of this formula, charge and spin)**: 1.6963 eV
**Total energy**: -103647.8800 eV
**HOMO level**: -10.34 eV
**Gap between HOMO and LUMO**: 4.66 eV

***

Formula: C5H8O2
Source: the OMol25 dataset
Level of theory: the ωB97M-V functional and the def2-TZVPD basis

Last column: natural (NBO) charge in e.
Cartesian coordinates (Å):
O (0.183, -0.473, -1.532)  -0.7127
C (-0.284, -0.097, -0.259)  0.2275
C (0.826, -0.362, 0.749)  -0.5278
C (2.168, 0.264, 0.470)  0.4564
O (2.384, 1.105, -0.372)  -0.5377
C (-1.661, -0.547, 0.123)  -0.4284
C (-1.459, 0.850, -0.391)  -0.4319
H (0.673, 0.312, -1.826)  0.4845
H (0.565, -0.225, 1.806)  0.2366
H (1.009, -1.444, 0.640)  0.2431
H (3.003, -0.153, 1.080)  0.1075
H (-1.831, -0.600, 1.198)  0.2093
H (-2.169, -1.309, -0.457)  0.2253
H (-1.710, 0.961, -1.444)  0.2289
H (-1.698, 1.717, 0.215)  0.2195

Properties
**Spin multiplicity**: 1
**Structure (SMILES)**: O=CCC1(O)CC1
**Charge**: 0
**Relative energy (zero: lowest compared OMol25 entry of this formula, charge and spin)**: 1.8143 eV
**Total energy**: -9408.0179 eV
**HOMO level**: -9.75 eV
**Gap between HOMO and LUMO**: 10.69 eV

***

Formula: C24H35BCdN5O8
Source: the OMol25 dataset
Level of theory: the ωB97M-V functional and the def2-TZVPD basis

Last column: Mulliken charge in e.
Cartesian coordinates (Å):
Cd (0.205, -0.368, -0.885)  2.0706
O (-0.914, -1.105, 0.783)  -0.6995
C (-1.837, -0.850, 1.514)  0.1128
O (-1.975, 0.285, 2.154)  0.1160
B (-3.247, 0.257, 2.919)  0.8068
O (-3.817, -1.079, 2.695)  -0.5262
C (-3.034, -1.732, 1.874)  0.3891
O (-3.166, -2.870, 1.526)  -0.5874
O (-4.114, 1.364, 2.514)  -0.4997
C (-4.011, 2.376, 3.364)  0.6570
O (-4.404, 3.484, 3.188)  -0.5865
C (-3.301, 1.766, 4.636)  0.5208
O (-2.969, 0.534, 4.330)  -0.5142
O (-3.152, 2.358, 5.659)  -0.5680
C (2.540, -6.158, -1.419)  -1.1086
C (1.820, -5.633, -2.686)  -0.4757
C (1.918, -4.130, -2.849)  -0.4769
C (1.334, -3.323, -1.780)  0.1996
N (0.887, -2.661, -0.959)  -0.2968
H (3.585, -5.855, -1.453)  0.3043
H (2.438, -7.240, -1.486)  0.3306
H (2.060, -5.836, -0.497)  0.3521
H (0.777, -5.940, -2.634)  0.3244
H (2.317, -6.049, -3.561)  0.3194
H (1.509, -3.838, -3.820)  0.3236
H (2.953, -3.762, -2.860)  0.2768
C (3.996, 3.640, -2.544)  -1.0287
C (4.498, 2.276, -2.989)  -0.4755
C (3.519, 1.403, -3.777)  -0.3552
C (2.571, 0.647, -2.953)  0.2950
N (1.888, 0.015, -2.284)  -0.4870
H (3.646, 4.161, -3.442)  0.3132
H (4.703, 4.297, -2.046)  0.3624
H (3.112, 3.555, -1.908)  0.1866
H (4.889, 1.699, -2.141)  0.3546
H (5.437, 2.331, -3.547)  0.3408
H (4.135, 0.596, -4.187)  0.2672
H (2.980, 1.941, -4.554)  0.3153
C (1.082, 1.117, 4.455)  -0.7264
C (2.582, 1.107, 4.137)  -0.5407
C (3.026, 0.059, 3.107)  -0.6025
C (2.218, 0.019, 1.895)  0.2305
N (1.583, 0.047, 0.947)  -0.2641
H (0.851, 0.226, 5.033)  0.3698
H (0.487, 1.325, 3.563)  -0.0948
H (0.838, 1.990, 5.066)  0.4215
H (3.123, 0.990, 5.074)  0.3423
H (2.910, 2.059, 3.710)  0.2745
H (3.126, -0.944, 3.528)  0.3255
H (4.046, 0.327, 2.817)  0.3399
C (-4.004, -3.378, -1.923)  -1.0057
C (-4.774, -2.124, -2.328)  -0.4207
C (-3.951, -1.079, -3.105)  -0.3856
C (-2.552, -0.994, -2.617)  0.2404
N (-1.468, -0.953, -2.259)  -0.5861
H (-3.121, -3.070, -1.366)  0.2251
H (-3.758, -4.017, -2.773)  0.3135
H (-4.624, -3.979, -1.260)  0.3381
H (-5.164, -1.676, -1.410)  0.2659
H (-5.693, -2.304, -2.888)  0.3331
H (-4.351, -0.068, -3.063)  0.3240
H (-3.804, -1.366, -4.150)  0.2998
C (0.491, 4.370, 1.493)  -0.9735
C (-0.945, 4.663, 1.021)  -0.6766
C (-1.751, 3.352, 0.951)  0.4539
C (-1.129, 2.404, 0.038)  0.3464
N (-0.661, 1.686, -0.726)  -0.4837
H (1.032, 3.661, 0.865)  0.2201
H (0.406, 3.984, 2.512)  0.1891
H (1.124, 5.256, 1.536)  0.4254
H (-0.899, 5.019, -0.010)  0.3279
H (-1.449, 5.383, 1.657)  0.3712
H (-2.790, 3.500, 0.653)  0.5049
H (-1.810, 2.856, 1.926)  -0.5755

Properties
**Spin multiplicity**: 1
**Charge**: +1
**Relative energy (zero: lowest compared OMol25 entry of this formula, charge and spin)**: 0.1676 eV
**Total energy**: -54526.9922 eV
**HOMO level**: -11.34 eV
**Gap between HOMO and LUMO**: 9.05 eV

***

Formula: C12H23N2O6Ti
Source: the OMol25 dataset
Level of theory: the ωB97M-V functional and the def2-TZVPD basis

Last column: Mulliken spin population.
Cartesian coordinates (Å):
Ti (-17.107, -13.849, 26.970)  2.7832
C (-20.144, -16.097, 29.082)  0.0004
C (-18.890, -15.435, 28.569)  -0.0203
O (-18.200, -14.611, 29.223)  0.0175
O (-18.665, -15.604, 27.329)  -0.0085
H (-20.982, -15.407, 29.106)  0.0011
H (-19.974, -16.367, 30.135)  0.0005
H (-20.292, -17.059, 28.600)  0.0004
C (-18.746, -11.278, 23.543)  -0.0007
C (-18.891, -12.635, 24.227)  0.0632
O (-18.318, -12.849, 25.285)  -0.0385
N (-19.745, -13.519, 23.694)  0.0136
C (-20.136, -14.742, 24.412)  -0.0009
H (-19.753, -10.868, 23.396)  0.0006
H (-18.311, -11.362, 22.548)  -0.0001
H (-18.243, -10.562, 24.181)  0.0047
H (-20.179, -13.234, 22.835)  -0.0012
H (-19.350, -15.135, 25.046)  0.0119
H (-20.420, -15.452, 23.634)  0.0019
H (-21.051, -14.504, 24.957)  0.0002
C (-14.132, -15.395, 24.104)  -0.0045
C (-13.942, -14.802, 25.487)  0.0414
O (-14.951, -14.664, 26.183)  -0.0097
N (-12.713, -14.553, 25.943)  0.0034
C (-12.354, -13.792, 27.152)  0.0083
H (-14.285, -16.468, 24.166)  0.0018
H (-13.305, -15.252, 23.397)  0.0013
H (-14.951, -14.826, 23.668)  0.0103
H (-11.899, -14.977, 25.532)  -0.0014
H (-12.061, -12.800, 26.782)  0.0001
H (-11.519, -14.288, 27.630)  -0.0008
H (-13.200, -13.542, 27.788)  0.0013
O (-15.697, -11.886, 27.279)  -0.0288
C (-15.017, -10.893, 27.329)  0.1125
O (-14.139, -10.683, 28.303)  0.0082
C (-13.310, -9.536, 28.044)  0.0133
C (-14.077, -8.688, 27.027)  0.0002
C (-15.070, -9.703, 26.379)  0.0132
H (-12.427, -10.019, 27.601)  -0.0068
H (-13.004, -9.046, 28.964)  0.0012
H (-13.323, -8.365, 26.311)  0.0001
H (-14.569, -7.865, 27.539)  0.0004
H (-14.632, -9.944, 25.413)  0.0052
H (-16.075, -9.298, 26.330)  0.0007

Properties
**Spin multiplicity**: 4
**Charge**: 0
**Relative energy (zero: lowest compared OMol25 entry of this formula, charge and spin)**: 0.9635 eV
**Total energy**: -51196.7381 eV
**HOMO level (spin up / spin down)**: -3.23 / -7.96 eV
**Gap between HOMO and LUMO (spin up / spin down)**: 3.68 / 8.34 eV

***

Formula: C4H12
Source: the OMol25 dataset
Level of theory: the ωB97M-V functional and the def2-TZVPD basis

Last column: natural (NBO) charge in e.
Cartesian coordinates (Å):
C (-2.128, 0.060, -1.519)  -0.6456
C (-1.081, -1.132, -1.403)  -0.6229
H (-3.251, -0.073, -1.369)  0.2219
H (-1.635, 0.556, -0.612)  0.2148
H (-1.895, 0.634, -2.547)  0.2089
H (-0.632, -1.290, -2.487)  0.2001
H (-0.143, -0.853, -0.814)  0.2081
H (-1.572, -2.073, -1.033)  0.2137
C (1.399, 1.209, 1.653)  -0.5993
C (1.748, -0.164, 1.284)  -0.6283
H (0.759, 1.638, 0.884)  0.2016
H (0.918, 1.324, 2.585)  0.2083
H (2.353, 1.932, 1.755)  0.1851
H (0.632, -0.657, 1.375)  0.2019
H (2.623, -0.512, 1.804)  0.2154
H (2.216, -0.467, 0.374)  0.2162

Properties
**Spin multiplicity**: 1
**Structure (SMILES)**: CC.CC
**Charge**: 0
**Relative energy (zero: lowest compared OMol25 entry of this formula, charge and spin)**: 2.2792 eV
**Total energy**: -4340.2490 eV
**HOMO level**: -10.85 eV
**Gap between HOMO and LUMO**: 11.90 eV